Density functional theory data (ωB97M-V with the def2-TZVPD basis set) for 8 unconnected molecules or ions with the total composition C25H70F6N6O7P at a distorted geometry.

E ... -75925.305 eV
Multiplicity ... 2
HOMO-LUMO gap (alpha / beta) ... 1.2 / 7.6 eV
Highest occupied orbital energy (alpha / beta) ... 2.794 / -3.608 eV
Charge ... -2
LUMO (alpha / beta) ... 0.1474 / 0.1460 Ha

Last column: Löwdin charge in e.
Element x y z (Å)
H 5.410 -3.863 1.505  0.03
H 3.821 2.301 -4.244  0.06
H -3.897 2.081 -2.018  0.06
H -2.370 4.506 -2.806  0.08
C 2.246 -5.759 -2.123  -0.22
F 0.278 2.240 -0.291  -0.17
H 2.622 0.935 -0.311  0.07
H -1.906 -2.077 -1.837  0.05
H -1.520 6.602 2.637  0.06
H 6.021 -1.688 4.182  0.06
H -1.359 6.300 0.125  0.11
H 0.857 -6.740 2.624  0.04
N 5.409 -2.944 1.087  0.05
H 6.385 -2.931 0.828  0.05
H 4.207 -2.363 2.656  0.10
H -1.036 5.500 -2.238  0.08
F -0.956 0.425 -0.943  -0.18
C 0.708 2.488 4.790  -0.16
H 6.251 -3.249 3.413  0.05
C 1.590 3.356 -3.365  -0.07
H -1.436 4.963 3.241  0.06
H -7.336 3.365 2.000  0.07
H -6.739 0.736 -0.322  0.11
H 3.961 -5.512 1.918  0.04
O -2.609 5.065 -0.870  -0.19
C -2.111 5.702 2.811  -0.08
P -0.923 1.354 0.407  0.24
N -3.859 4.360 1.557  0.06
F -2.123 2.305 -0.239  -0.17
H -5.522 0.485 -3.949  0.05
O 3.729 -0.447 0.844  -0.18
H 2.536 -7.182 2.654  0.02
H 0.036 -1.428 -0.105  0.02
F 0.075 0.179 0.932  -0.17
O 0.425 1.170 4.254  -0.12
O 2.000 -2.977 1.937  -0.20
H 4.788 0.123 2.477  0.12
C 0.530 1.121 -4.066  -0.16
H 2.397 -5.417 -3.147  0.06
H 3.198 -6.035 -1.671  0.04
C -2.905 5.495 1.501  -0.37
H -2.331 -3.567 -1.085  0.06
H 2.624 2.399 -5.313  0.05
C 1.763 -6.750 2.019  -0.27
H 0.096 1.536 -4.976  0.12
N 0.607 -1.998 -0.712  0.08
H -0.122 1.346 3.486  0.03
H 3.589 -5.881 0.329  0.02
H 3.359 1.499 1.271  0.08
C 0.371 -4.297 -1.823  -0.22
O -6.508 2.749 0.087  -0.19
H -0.279 -5.163 -1.700  0.10
H -1.214 3.760 -1.773  0.05
C -5.801 1.746 -2.001  -0.39
H -1.100 -0.962 -5.118  0.07
H 2.282 -2.011 3.757  0.08
C 2.043 -5.310 1.484  -0.41
H 1.503 3.859 -4.328  0.07
H -6.690 2.334 -2.225  0.12
H -5.080 1.175 0.072  0.12
H 1.996 -0.947 2.373  0.07
H 0.495 -1.501 -1.585  0.05
H -3.294 3.585 1.875  0.06
H -5.949 2.510 2.149  0.07
H -3.511 6.387 1.345  0.12
H 0.995 -4.352 3.093  0.11
C 5.098 -1.981 2.157  -0.41
H 2.239 1.272 -2.736  0.13
H 2.795 -4.396 3.288  0.10
H -1.128 4.548 0.398  0.10
H -2.858 5.936 3.569  0.06
C -0.556 -0.985 -4.174  -0.14
C 4.876 -0.569 1.639  -0.21
H 0.687 -1.806 3.080  0.08
H -4.378 4.539 2.405  0.05
C 3.447 0.854 0.397  -0.11
F -0.689 2.179 1.805  -0.17
N 3.464 -5.225 1.087  0.05
H 0.990 3.267 4.082  0.07
C 6.176 -2.179 3.221  -0.13
C -1.862 5.341 0.257  -0.22
C -6.802 2.575 1.473  -0.15
H -0.195 1.227 -3.259  0.10
H -6.652 -0.082 -2.819  0.05
C -0.195 -3.200 -0.812  -0.40
H 7.208 -1.902 3.007  0.06
C -1.726 4.706 -1.950  -0.11
H 1.662 -6.659 -2.319  0.03
H 2.406 3.780 -2.779  0.07
F -2.106 0.615 1.130  -0.14
H -0.223 2.843 5.232  0.06
O 1.660 -4.635 -1.377  -0.21
N 2.982 1.833 -4.557  0.01
H 5.804 -0.331 1.118  0.12
H -0.648 -2.046 -3.943  0.07
N -4.694 2.636 -2.296  0.04
C 1.962 -4.285 2.595  -0.20
H 0.136 -3.941 -2.826  0.10
H -0.061 -3.741 0.125  0.12
H 0.732 3.435 -2.698  0.04
H 1.301 -5.195 0.694  0.11
C 1.740 -1.909 2.817  -0.15
H 1.605 -7.359 1.128  0.02
C -1.613 -2.749 -1.030  -0.08
C -5.976 1.503 -0.455  -0.16
H 4.281 1.261 -0.175  0.07
C 1.870 1.846 -3.587  -0.37
H -7.371 1.657 1.617  0.07
C -5.679 0.406 -2.873  -0.06
H -1.251 -0.391 -3.581  0.07
H -4.539 2.786 -3.282  0.06
H -1.866 -2.107 -0.187  0.07
O 0.673 -0.296 -4.204  -0.18
H -4.895 -0.264 -2.520  0.07
H 1.453 2.494 5.586  0.06